(P)
A single C5H10O2 molecule, computed with ωB97M-V/def2-TZVPD.

Each line ends with the Löwdin charge.
Element x y z (Å)
C1 0.59 2.13 0.40  -0.097
C2 0.47 1.03 -0.65  -0.229
C3 0.65 -0.36 -0.12  -0.114
O1 -0.87 -0.40 1.15  -0.076
C4 0.17 -1.50 -0.81  -0.072
C5 -1.33 -1.54 0.20  -0.484
O2 -1.55 -2.61 0.75  -0.013
H1 0.50 3.12 -0.07  0.075
H2 -0.19 2.02 1.15  0.071
H3 1.56 2.09 0.90  0.078
H4 -0.48 1.09 -1.18  0.126
H5 1.25 1.15 -1.42  0.132
H6 1.39 -0.48 0.66  0.140
H7 -0.63 -0.91 1.95  0.110
H8 0.67 -2.44 -0.61  0.106
H9 -0.16 -1.36 -1.84  0.108
H10 -2.05 -1.03 -0.47  0.138

LUMO level, eV: 0.3
HOMO level, eV: -8.5

=====

(Q)
A single C5H10O2 molecule, computed with ωB97M-V/def2-TZVPD.

Each line ends with the Löwdin charge.
Element x y z (Å)
C1 -1.76 -0.06 1.09  0.004
C2 -0.26 0.04 1.11  -0.378
O1 0.36 0.07 2.16  0.089
C3 0.52 0.10 -0.19  -0.522
C4 0.91 -1.30 -0.67  -0.009
C5 -0.03 1.03 -1.25  -0.022
O2 1.88 0.63 0.16  -0.086
H1 -2.19 0.89 0.75  0.092
H2 -2.12 -0.26 2.10  0.089
H3 -2.11 -0.84 0.40  0.093
H4 1.98 -0.89 -0.44  0.120
H5 0.68 -1.52 -1.73  0.083
H6 0.59 -2.14 -0.04  0.085
H7 0.60 0.96 -2.15  0.093
H8 0.01 2.05 -0.87  0.093
H9 -1.06 0.80 -1.55  0.088
H10 2.00 0.43 1.11  0.089

LUMO level, eV: 0.8
HOMO level, eV: -10.0

=====

(R)
2 unconnected molecules or ions with the total composition C5H10O2, computed with ωB97M-V/def2-TZVPD.

Each line ends with the Löwdin charge.
Element x y z (Å)
C1 -1.28 2.52 0.27  -0.038
C2 1.23 0.44 0.46  -0.228
O1 0.96 0.50 1.63  0.075
C3 0.45 -0.37 -0.56  -0.310
C4 0.95 -1.84 -0.57  -0.070
C5 -0.41 -2.13 0.08  -0.151
O2 -0.84 -0.76 -0.11  -0.091
H1 -0.88 3.12 1.10  0.027
H2 -0.71 2.73 -0.64  0.025
H3 -2.33 2.76 0.10  0.022
H4 2.13 0.95 0.04  0.133
H5 -1.20 1.46 0.55  -0.005
H6 0.42 0.14 -1.53  0.150
H7 1.09 -2.26 -1.56  0.110
H8 1.83 -2.04 0.05  0.113
H9 -0.37 -2.39 1.14  0.122
H10 -1.06 -2.83 -0.46  0.117

LUMO level, eV: 0.9
HOMO level, eV: -9.7

=====

(S)
A single C5H10O2 molecule, computed with ωB97M-V/def2-TZVPD.

Each line ends with the Löwdin charge.
Element x y z (Å)
C1 -2.23 -0.92 0.77  -0.105
C2 -1.05 -0.11 0.37  -0.106
C3 0.21 -0.72 0.09  -0.380
O1 0.52 -1.02 -1.29  -0.054
C4 1.38 0.42 0.47  -0.119
C5 1.10 1.47 -0.46  -0.248
O2 1.74 1.49 -1.63  0.021
H1 -2.90 -0.39 1.46  0.069
H2 -1.90 -1.85 1.26  0.074
H3 -2.85 -1.25 -0.08  0.079
H4 -1.15 0.97 0.34  0.089
H5 0.35 -1.66 0.66  0.137
H6 1.37 -1.48 -1.30  0.093
H7 1.28 0.70 1.52  0.110
H8 2.34 -0.05 0.28  0.116
H9 0.48 2.33 -0.22  0.111
H10 1.29 2.08 -2.24  0.114

LUMO level (spin up / spin down), eV: 0.4 / 0.9
HOMO level (spin up / spin down), eV: -6.4 / -7.8

=====

Of the structures shown above, (Q) is the most stable.